(1)
{
  "formula": "C2H8N3O",
  "method": "ωB97M-V with the def2-TZVPD basis set",
  "lumo_energy_ev": [-5.919, -7.985],
  "e_homo_ev": [-13.988, -14.470],
  "charge": 1,
  "max_force_ha_per_bohr": 0.0960,
  "orbital_gap_ha": [0.297, 0.238],
  "symbols": ["C", "C", "N", "N", "N", "O", "H", "H", "H", "H", "H", "H", "H", "H"],
  "coordinates": [[-1.6122, 0.0644, 0.1347], [3.0236, 0.1483, -0.2185], [-2.8925, 0.4960, -0.0133], [-1.3112, -1.2382, -0.0284], [-0.7526, 1.0278, 0.2126], [1.8396, -0.1240, 0.2016], [3.0200, 0.4558, -1.3329], [4.0020, -0.6118, -0.0739], [3.5506, 0.9635, 0.3493], [-3.6862, 0.1712, 0.6262], [-3.0566, 1.5282, 0.0597], [-1.9400, -2.0338, -0.0994], [-0.3251, -1.5299, 0.0964], [0.1407, 0.6826, 0.0859]],
  "lowdin_charge": [-0.48, -0.26, 0.17, 0.26, 0.34, -0.07, 0.11, 0.18, 0.13, 0.17, 0.15, 0.15, 0.14, 0.01]
}

(2)
{
  "formula": "C2H8N3O",
  "method": "ωB97M-V with the def2-TZVPD basis set",
  "lumo_energy_ev": -3.901,
  "e_homo_ev": -14.266,
  "smiles": "N[C@@]1(N[NH3+])CO1",
  "charge": 1,
  "max_force_ha_per_bohr": 0.0765,
  "orbital_gap_ha": 0.381,
  "symbols": ["N", "C", "N", "N", "C", "O", "H", "H", "H", "H", "H", "H", "H", "H"],
  "coordinates": [[-0.0220, -1.6292, -0.2074], [-0.3381, -0.1853, -0.2172], [0.7730, 0.6346, -0.5077], [1.6966, 0.6545, 0.5387], [-1.8659, 0.2453, -0.2895], [-1.0477, 0.3522, 0.9516], [-0.3397, -2.0740, -1.0803], [-0.6790, -2.0949, 0.3602], [0.7626, 1.4634, -1.0354], [2.1600, -0.2717, 0.5024], [2.4804, 1.4120, 0.4098], [1.2091, 0.7142, 1.5641], [-2.1118, 1.2677, -0.7184], [-2.6775, -0.4887, -0.2710]],
  "lowdin_charge": [0.11, -0.48, 0.01, 0.16, 0.04, -0.07, 0.11, 0.07, 0.14, 0.17, 0.24, 0.25, 0.13, 0.12]
}